Entry 1:
# C27H34N6O2S

C27H34N6O2S in the gas phase at a distorted geometry (the ωB97M-V functional and the def2-TZVPD basis, the OMol25 dataset).

```
70
Properties=species:S:1:pos:R:3:nbo_charge:R:1
S -2.579 2.189 1.511 0.54
O 0.329 3.231 1.021 -0.60
O -1.381 -4.612 0.075 -0.64
N 1.318 1.301 1.711 -0.42
N -0.119 0.060 -2.455 -0.44
N 2.173 -0.775 2.508 -0.34
N 1.626 -1.837 3.132 -0.28
N -0.005 -0.446 2.704 -0.37
N 0.290 -3.113 0.268 -0.63
C 1.205 0.064 2.265 0.51
C 4.818 1.708 0.279 -0.60
C 0.217 2.108 1.464 0.66
C -0.019 -2.426 -0.970 -0.06
C 2.659 1.825 1.506 -0.21
C -2.475 2.330 -3.829 -0.21
C -3.363 0.848 2.237 -0.36
C -0.999 2.867 -2.026 -0.16
C 0.346 -1.660 3.264 0.33
C -0.505 -4.098 0.740 0.69
C -0.360 0.985 -3.555 -0.24
C -1.866 3.859 -1.607 -0.21
C 2.665 1.642 -1.007 -0.63
C -3.340 3.331 -3.418 -0.21
C 3.368 1.233 0.283 -0.23
C -0.548 -2.609 3.970 -0.45
C -0.276 -4.445 2.202 -0.51
C -1.069 -1.339 -0.720 -0.40
C -1.166 0.249 2.446 0.17
C -1.297 2.087 -3.137 -0.05
C -2.508 -0.108 2.693 -0.28
C 1.225 -1.787 -1.574 -0.40
C -1.347 -0.563 -1.998 -0.23
C 0.851 -0.962 -2.805 -0.22
C -1.042 1.472 1.810 -0.36
C -3.041 4.094 -2.303 -0.22
C -1.259 -3.601 3.040 -0.38
H 5.329 1.391 1.185 0.21
H -1.931 -3.063 2.366 0.21
H -3.719 4.869 -1.979 0.21
H 0.989 -2.706 0.870 0.41
H 1.949 -2.555 -1.852 0.22
H -0.086 2.693 -1.482 0.22
H -0.686 -0.643 0.029 0.19
H 1.685 -1.133 -0.831 0.20
H 4.862 2.793 0.216 0.20
H -2.082 0.221 -1.801 0.22
H 3.208 1.257 -1.867 0.21
H -1.766 -1.244 -2.761 0.16
H 2.625 2.727 -1.084 0.21
H -1.988 -1.792 -0.345 0.22
H 1.650 1.255 -1.048 0.23
H -4.252 3.510 -3.969 0.21
H 5.347 1.293 -0.575 0.21
H 0.606 1.418 -3.834 0.21
H 3.358 0.143 0.384 0.22
H -0.769 0.464 -4.439 0.17
H -0.481 -5.506 2.338 0.24
H -0.438 -3.176 -1.650 0.22
H 0.459 -1.635 -3.589 0.17
H -2.826 -1.016 3.169 0.24
H -1.878 -4.253 3.657 0.22
H -1.616 4.445 -0.735 0.22
H 0.081 -3.169 4.664 0.25
H -4.434 0.830 2.290 0.25
H 1.744 -0.470 -3.197 0.21
H 3.239 1.600 2.404 0.22
H -2.720 1.732 -4.696 0.21
H 2.551 2.906 1.388 0.24
H -1.288 -2.050 4.548 0.22
H 0.752 -4.237 2.498 0.23
```

The calculation puts the HOMO-LUMO gap at 8.7 eV.

***

Entry 2:
# C20H21N8OSY

A molecular structure, C20H21N8OSY at a distorted geometry (the ωB97M-V functional and the def2-TZVPD basis, the OMol25 dataset).

```
52
Properties=species:S:1:pos:R:3:nbo_charge:R:1
Y 0.572 0.045 -0.160 1.99
S 0.952 2.731 -0.695 -0.20
O -2.040 -3.238 -1.394 -0.56
N 2.128 -1.354 0.950 -0.52
N -1.570 3.177 0.385 -0.34
N 4.643 -1.064 -0.205 -0.38
N -1.542 1.915 -1.401 -0.55
N -0.844 -1.646 -0.190 -0.89
N -0.719 0.028 1.957 -0.62
N 0.369 -0.800 -2.434 -0.62
N 5.180 0.611 1.320 -0.79
C -2.424 -0.131 4.160 -0.10
C -2.365 -1.173 3.244 -0.23
C -1.206 -2.342 -1.351 0.62
C 0.965 -0.344 -3.601 0.03
C 4.308 -0.364 0.888 0.36
C -1.694 -1.966 0.955 -0.29
C 0.821 -1.033 -4.796 -0.22
C 0.045 -2.207 -4.864 -0.11
C -0.629 -2.623 -3.740 -0.20
C -2.868 1.957 -0.982 -0.05
C -1.152 4.264 1.276 -0.43
C -0.761 1.018 2.883 0.03
C -0.455 -1.896 -2.545 0.13
C -1.562 -1.028 2.094 0.28
C 2.565 -2.170 -0.072 -0.08
C 3.084 -0.605 1.559 -0.01
C -1.564 0.986 3.965 -0.26
C 3.792 -1.982 -0.677 0.05
C -2.934 2.740 0.107 -0.05
C -0.732 2.596 -0.527 0.20
H -0.119 1.886 2.714 0.20
H -0.193 4.148 1.756 0.24
H -2.933 -2.106 3.325 0.25
H -1.356 -3.012 1.267 0.24
H -1.247 1.572 -2.328 0.47
H 2.811 0.021 2.396 0.23
H 5.370 0.735 2.314 0.42
H 4.021 -2.609 -1.552 0.24
H -2.772 -2.083 0.715 0.25
H 1.846 -2.923 -0.409 0.25
H -1.862 4.385 2.079 0.24
H -3.148 -0.088 4.956 0.25
H -3.593 1.366 -1.558 0.27
H -1.471 -3.389 -3.684 0.29
H 1.319 -0.699 -5.710 0.26
H 1.487 0.588 -3.618 0.23
H -3.760 3.017 0.796 0.27
H -0.009 -2.810 -5.756 0.25
H -1.171 5.269 0.754 0.25
H -1.527 1.777 4.741 0.25
H 5.945 0.854 0.692 0.43
```

The value obtained for the energy above the lowest of the compared OMol25 structures with the same formula, charge and spin is 0.0 kJ/mol. Its net charge is +2. The calculation puts the HOMO-LUMO gap at 8.1 eV.

***

Entry 3:
# C4H12

2 unconnected molecules or ions with the total composition C4H12 at a distorted geometry (the ωB97M-V functional and the def2-TZVPD basis, the OMol25 dataset).

```
16
Properties=species:S:1:pos:R:3:nbo_charge:R:1
C -1.065 -2.178 -0.545 -0.62
C 1.185 1.369 0.997 -0.60
C -0.021 -1.350 -1.295 -0.61
C -0.146 2.103 0.809 -0.61
H -2.019 -2.283 -1.053 0.21
H 1.861 1.835 0.267 0.20
H -0.038 3.179 0.936 0.20
H 1.627 1.531 1.973 0.21
H -0.862 1.804 1.581 0.20
H 0.511 -0.707 -0.609 0.20
H 0.728 -2.022 -1.721 0.20
H -0.354 -0.713 -2.111 0.21
H -0.591 1.847 -0.151 0.20
H -1.295 -1.645 0.383 0.20
H -0.685 -3.109 -0.130 0.21
H 1.164 0.341 0.670 0.20
```

The value obtained for the energy above the lowest of the compared OMol25 structures with the same formula, charge and spin is 34.7 kJ/mol. The calculation puts the HOMO-LUMO gap at 12.6 eV.

***

Entry 4:
# C37H37Cl3O2P2Pt

A molecular structure, C37H37Cl3O2P2Pt at a distorted geometry (the ωB97M-V functional and the def2-TZVPD basis, the OMol25 dataset).

```
82
Properties=species:S:1:pos:R:3:lowdin_charge:R:1
Pt 0.769 1.207 0.031 0.70
Cl -0.626 -2.158 7.477 0.56
Cl -3.080 -2.832 6.072 0.56
Cl -0.937 -4.763 6.176 0.56
P -0.734 2.168 -1.167 0.78
P 2.033 0.807 -1.710 0.82
O 0.551 -2.730 4.600 -0.09
O -1.391 -1.652 4.052 -0.08
C -4.104 2.330 1.091 -0.06
C 4.034 -1.265 -1.356 -0.08
C -2.674 -2.302 1.189 -0.13
C -0.671 3.958 -1.521 -0.33
C 4.971 2.385 -4.115 -0.07
C -4.626 0.869 -0.774 -0.07
C 4.018 -2.517 0.736 -0.04
C -0.009 0.555 1.815 -0.18
C 0.603 5.645 -2.705 -0.07
C 2.756 -1.983 1.045 -0.06
C -0.447 1.345 -2.745 -0.25
C -1.427 -5.180 2.512 -0.17
C -2.824 -4.641 2.118 -0.18
C -0.244 -4.361 2.101 -0.09
C -5.018 1.523 0.400 -0.06
C 2.085 -1.233 0.079 -0.19
C -0.573 6.374 -2.919 -0.07
C -2.433 1.875 -0.610 -0.37
C 3.422 1.755 -2.368 -0.37
C 4.619 -2.203 -0.491 -0.07
C 5.685 3.157 -3.191 -0.07
C -0.641 -2.386 4.724 -0.82
C -2.813 2.504 0.585 -0.13
C -2.180 -2.729 -0.166 -0.20
C 5.254 3.254 -1.869 -0.07
C -0.138 -3.734 0.926 -0.11
C 0.784 0.810 -3.002 -0.26
C -2.975 -3.152 2.173 -0.11
C 3.825 1.701 -3.717 -0.08
C 4.118 2.556 -1.452 -0.10
C -1.772 5.959 -2.323 -0.07
C -1.826 4.757 -1.612 -0.07
C 2.763 -0.751 -1.052 -0.34
C -1.325 -3.026 6.094 -1.51
C -1.136 -3.870 -0.176 -0.20
C -3.327 1.021 -1.275 -0.08
C 0.563 4.455 -1.974 -0.09
H 5.798 3.866 -1.146 0.11
H 1.005 -1.003 0.219 0.05
H -5.345 0.232 -1.299 0.11
H 3.760 2.608 -0.418 0.10
H 0.748 -3.159 0.671 0.06
H 3.238 1.122 -4.434 0.10
H 5.572 -2.670 -0.751 0.11
H -3.034 -3.064 -0.778 0.11
H 1.138 0.448 -3.965 0.07
H -1.726 -1.857 -0.657 0.08
H -4.389 2.826 2.021 0.11
H -0.603 -3.837 -1.141 0.11
H 0.826 0.433 2.517 0.03
H -0.557 7.257 -3.556 0.11
H -1.412 -5.263 3.606 0.06
H 4.553 -0.906 -2.249 0.11
H -3.335 -2.776 3.136 0.08
H -2.775 -1.216 1.333 0.09
H 4.521 -3.156 1.469 0.12
H -2.677 6.558 -2.436 0.11
H 1.472 3.879 -1.791 0.08
H -1.265 1.411 -3.459 0.08
H 6.584 3.684 -3.507 0.11
H 5.311 2.316 -5.149 0.11
H -6.030 1.398 0.792 0.11
H -2.088 3.127 1.115 0.11
H -3.081 -5.010 1.122 0.09
H -3.550 -5.061 2.832 0.11
H 1.549 5.988 -3.126 0.11
H 2.299 -2.139 2.026 0.12
H -1.330 -6.206 2.114 0.12
H -1.645 -4.841 -0.133 0.10
H 0.574 -4.341 2.824 0.10
H -2.760 4.430 -1.158 0.10
H -0.527 -0.408 1.697 0.01
H -0.710 1.333 2.133 0.02
H -3.010 0.495 -2.176 0.10
```

The spin multiplicity is 3. The calculation puts the HOMO-LUMO gap (alpha / beta) at 5.7 / 4.2 eV.

***

Entry 5:
# C5H8N2

C5H8N2 in the gas phase at a distorted geometry (the ωB97M-V functional and the def2-TZVPD basis, the OMol25 dataset).

```
15
Properties=species:S:1:pos:R:3:nbo_charge:R:1
N -0.861 1.071 0.579 -0.60
N -2.650 2.749 2.955 -0.30
C -0.111 0.161 -0.328 0.25
C -1.759 2.554 2.266 0.17
C -0.726 2.204 1.424 -0.08
C 1.394 0.144 -0.196 -0.66
C -0.957 -0.944 -0.737 -0.69
H 1.694 -0.763 0.233 0.22
H 1.640 0.873 0.499 0.21
H -1.816 -1.284 -0.167 0.22
H -1.369 -0.760 -1.721 0.23
H -1.829 0.872 0.599 0.38
H 1.997 0.353 -1.188 0.22
H -0.278 -1.729 -0.887 0.22
H 0.288 2.429 1.559 0.21
```

The spin multiplicity is 3. The value obtained for the energy above the lowest of the compared OMol25 structures with the same formula, charge and spin is 0.0 kJ/mol. The calculation puts the HOMO-LUMO gap (alpha / beta) at 7.1 / 10.0 eV.

***

Entry 6:
# C4H12N2O2S

C4H12N2O2S in the gas phase at a distorted geometry (the ωB97M-V functional and the def2-TZVPD basis, the OMol25 dataset).

```
21
Properties=species:S:1:pos:R:3:nbo_charge:R:1
S -1.429 -0.790 -1.481 2.29
O -2.573 0.042 -1.442 -0.96
O -1.080 -1.337 -2.763 -0.95
N 0.031 -0.032 -1.083 -0.54
N 0.024 -0.078 0.676 -0.29
C 0.278 1.231 -1.543 -0.46
C -1.668 -2.001 -0.161 -0.81
C 1.343 -0.490 0.986 -0.43
C -0.264 1.255 1.105 -0.48
H -0.819 -2.566 -0.246 0.23
H -2.487 -2.583 -0.428 0.24
H 0.381 2.141 0.844 0.19
H -0.282 1.092 2.191 0.23
H -1.290 1.674 0.789 0.23
H 1.496 -1.555 0.691 0.21
H 1.405 -0.526 2.077 0.21
H -1.843 -1.339 0.641 0.26
H -0.299 1.975 -0.832 0.20
H 1.288 1.410 -1.808 0.21
H 2.157 -0.002 0.516 0.19
H -0.255 1.368 -2.457 0.24
```

The value obtained for the energy above the lowest of the compared OMol25 structures with the same formula, charge and spin is 463.1 kJ/mol. The calculation puts the HOMO-LUMO gap at 10.3 eV.